ORCA calculation (wB97M-V/def2-TZVPD) on CN3O3S as an isolated structure.

Cartesian coordinates (Å):
C1 -0.16000 -1.26150 1.03071
N1 -0.64491 -1.19201 2.10403
N2 0.69410 -1.62914 0.11092
N3 -0.22771 1.67304 -0.65171
O1 0.57231 -2.35804 -0.89809
O2 -1.41935 1.46669 -0.81813
O3 0.31876 2.76752 -0.80446
S1 0.86680 0.53344 -0.07327

Values from the calculation:
- maximum force (eV/Å) = 5.330
- 2S+1 = 1
- frontier orbital gap (spin up / spin down) (eV) = 7.797 / 7.796
- energy (Eh) = -826.10886
- net charge = -1
- E_HOMO (spin up / spin down) (Ha) = -0.170 / -0.171



ORCA calculation (wB97M-V/def2-TZVPD) on a 2-piece molecular cluster, CN3O4P overall.

Cartesian coordinates (Å):
C1 1.85224 -0.69373 -0.11185
N1 2.62208 -1.54056 0.06383
N2 -1.67248 -1.56854 0.07982
N3 -2.13204 -0.56365 0.09850
O1 -0.16962 0.43312 -1.26102
O2 -0.08464 0.80982 1.27880
O3 -2.81510 0.35301 0.05349
O4 1.72190 1.95833 -0.13086
P1 0.67766 0.81221 -0.07072

Values from the calculation:
- maximum force (eV/Å) = 3.861
- 2S+1 = 1
- frontier orbital gap (eV) = 6.501
- energy (Eh) = -844.72224
- net charge = -2
- E_HOMO (Ha) = 0.003



ORCA calculation (wB97M-V/def2-TZVPD) on one molecule with the formula CN4O3.

Cartesian coordinates (Å):
C1 -2.09716 0.51534 0.02419
N1 -3.25138 0.56080 -0.01703
N2 2.17119 0.80152 -0.10331
N3 -0.80067 0.43547 0.04748
N4 -0.12936 -0.58941 0.02967
O1 -0.42139 -1.74491 0.00150
O2 3.23137 0.42908 0.07589
O3 1.29740 -0.40789 -0.05840

Values from the calculation:
- maximum force (eV/Å) = 5.588
- expectation value of S² = 2.012
- 2S+1 = 3
- frontier orbital gap (spin up / spin down) (eV) = 8.115 / 7.369
- energy (Eh) = -482.47481
- E_HOMO (spin up / spin down) (Ha) = -0.342 / -0.420



ORCA calculation (wB97M-V/def2-TZVPD) on a 2-piece molecular cluster, CN5O2 overall.

Cartesian coordinates (Å):
C1 0.86479 0.60214 0.30303
N1 1.74111 1.21312 -0.49143
N2 1.13152 -0.65393 0.76733
N3 2.65586 0.24431 -0.48192
N4 2.31024 -0.83813 0.24391
N5 -2.82632 -0.42184 0.15920
O1 -3.71082 -0.74382 -0.61562
O2 -2.16638 0.59815 0.11549

Values from the calculation:
- maximum force (eV/Å) = 3.684
- 2S+1 = 1
- frontier orbital gap (spin up / spin down) (eV) = 6.917 / 4.636
- energy (Eh) = -462.16025
- net charge = -1
- E_HOMO (spin up / spin down) (Ha) = -0.158 / -0.156



ORCA calculation (wB97M-V/def2-TZVPD) on an isolated ion of composition CNO2S2 and charge -1.

Cartesian coordinates (Å):
C1 0.90680 -0.53139 1.18043
N1 0.44618 0.37671 0.54335
O1 1.57469 -1.34532 1.71963
O2 -1.69602 1.58280 -0.63943
S1 -0.18076 -0.30132 -2.24212
S2 -1.05088 0.21851 -0.56186

Values from the calculation:
- maximum force (eV/Å) = 2.083
- 2S+1 = 1
- frontier orbital gap (eV) = 7.892
- energy (Eh) = -1039.78379
- net charge = -1
- E_HOMO (Ha) = -0.151



ORCA calculation (wB97M-V/def2-TZVPD) on an isolated ion of composition CNO3S2 and charge -1.

Cartesian coordinates (Å):
C1 -1.42337 0.46918 -0.01904
N1 -2.36796 -0.10108 0.27102
O1 0.33382 -0.93933 -1.28217
O2 0.27143 -0.84032 1.15080
O3 -0.10438 1.33744 -0.15858
S1 2.56253 0.28653 0.12655
S2 0.72793 -0.21241 -0.08856

Values from the calculation:
- maximum force (eV/Å) = 6.970
- 2S+1 = 1
- frontier orbital gap (eV) = 8.255
- energy (Eh) = -1114.94418
- net charge = -1
- E_HOMO (Ha) = -0.174



ORCA calculation (wB97M-V/def2-TZVPD) on a 2-piece molecular cluster, CO3S overall.

Cartesian coordinates (Å):
C1 -1.12012 -0.15917 1.03811
O1 -1.94201 0.60791 1.29905
O2 2.14064 -0.62023 -0.47662
O3 0.16758 0.75507 -0.98096
S1 0.75390 -0.58358 -0.87957

Values from the calculation:
- maximum force (eV/Å) = 4.090
- 2S+1 = 1
- frontier orbital gap (eV) = 10.642
- energy (Eh) = -661.98603
- E_HOMO (Ha) = -0.439



ORCA calculation (wB97M-V/def2-TZVPD) on CO5S as an isolated structure.

Cartesian coordinates (Å):
C1 -1.80575 -0.00241 0.21493
O1 -2.85067 -0.00369 -0.23075
O2 1.76936 -1.14889 0.55589
O3 0.67968 -0.13662 -1.40434
O4 1.63364 1.29296 0.34556
O5 -0.74137 -0.00087 0.65888
S1 1.31512 -0.00049 -0.14016

Values from the calculation:
- maximum force (eV/Å) = 1.624
- 2S+1 = 1
- frontier orbital gap (eV) = 11.928
- energy (Eh) = -812.48870
- E_HOMO (Ha) = -0.440